Here is C30H45F5IN5O5SeSi4Ti as an isolated structure from OMol25. Energies are from ωB97M-V with the def2-TZVPD basis set.

```
97
Properties=species:S:1:pos:R:3:forces:R:3:mulliken_charge:R:1
Ti 0.28072 0.27106 0.56342 0.7105 -1.3572 1.8708 0.046
O -0.26465 1.22873 2.51953 0.4101 0.3823 -0.1772 0.707
C 0.64174 1.08467 3.61097 -0.0436 -0.1754 -0.3544 -0.879
C 2.04471 1.02305 3.05258 -0.2122 -0.0477 -0.3277 -0.995
N 2.12950 0.03427 1.95616 0.4735 -0.3260 0.0001 0.366
C 3.29116 0.33648 1.09590 -0.5631 -0.0245 0.1980 0.420
C 2.88422 1.44433 0.12261 -0.3857 -0.3689 0.0147 -0.069
O 3.66180 2.30954 -0.21578 -0.0259 0.0392 -0.1911 -0.751
O 1.64908 1.29230 -0.29784 1.2451 0.8808 -0.1653 -0.811
C 2.05560 -1.35394 2.46063 -0.1535 0.5517 -0.1841 0.366
C 0.59586 -1.81459 2.55918 -0.0331 0.2279 -0.2228 0.236
O 0.26508 -2.59793 3.42440 -0.1224 -0.0047 -0.1622 -0.752
O -0.14301 -1.30667 1.61050 0.1368 -0.7476 0.9051 -0.321
H -0.73176 2.09440 2.59638 0.0079 -0.2197 0.1876 -0.849
H 0.39707 0.17315 4.15270 -0.1797 -0.1156 0.0625 0.327
H 0.55216 1.92690 4.28768 -0.1176 0.2028 0.1194 0.518
H 2.76121 0.78495 3.84250 0.1666 -0.0479 0.0987 0.289
H 2.28707 2.00120 2.64096 0.0731 0.0942 -0.0852 0.620
H 3.52150 -0.53814 0.48761 0.0104 -0.0900 -0.0392 -0.544
H 4.17161 0.63277 1.66046 0.1748 0.0351 0.1173 0.467
H 2.54597 -1.47221 3.42414 0.1338 -0.0141 0.1754 0.171
H 2.52521 -2.01515 1.73540 0.0986 0.0096 -0.0748 -0.817
I -1.91009 4.06358 3.36979 -0.2873 0.1017 0.2549 -0.533
C 0.61803 4.23366 2.06718 0.3219 0.1904 -0.2629 -0.135
C 1.31680 5.40303 2.35824 0.1776 0.0206 0.0477 -0.990
C 2.06060 5.97523 1.33759 -0.1034 -0.0721 0.1684 -0.143
C 2.02669 5.40574 0.06800 -0.0783 -0.0283 -0.0745 -0.809
C 1.27861 4.25843 -0.11498 -0.1155 -0.0176 0.0772 -0.048
N 0.60472 3.67244 0.89245 -0.0259 0.2669 -0.1450 0.470
H 1.28882 5.82939 3.35206 -0.0298 0.0196 0.0062 0.445
H 2.66290 6.85843 1.52478 -0.0454 0.0277 0.0027 0.351
H 2.57272 5.84122 -0.76093 -0.0274 -0.0667 0.0537 0.394
H 1.21147 3.77662 -1.08445 0.0725 -0.0493 0.0751 0.138
C -2.70570 -1.46221 -1.97767 -0.0458 0.4594 -0.0508 -0.521
Si -1.28439 -2.65527 -1.71014 0.0593 -0.2059 -0.0914 0.309
C -1.80665 -3.77070 -0.29756 -0.0434 -0.1614 0.3658 -0.987
C -1.31539 -3.75637 -3.25050 0.2352 -0.1663 -0.3765 -1.134
Si 0.82108 -1.69185 -1.13601 -0.2092 -0.3109 -0.4173 1.677
Si 2.03181 -1.18380 -3.08891 0.2714 0.0916 -0.2075 1.089
C 2.37603 -2.55153 -4.35135 -0.1267 -0.4893 -0.0795 -1.271
C 3.75382 -0.56493 -2.62587 0.2892 0.1472 0.2894 -0.958
C 1.37761 0.21948 -4.17452 -0.4248 0.2950 0.0146 -1.223
Si 1.92854 -3.69796 -0.58137 0.0554 -0.3876 -0.0293 0.640
C 1.47264 -4.57506 1.02182 -0.3208 0.1331 0.3939 -1.292
C 1.64799 -5.04572 -1.88053 -0.1787 -0.1213 -0.4274 -1.273
C 3.81533 -3.59007 -0.48308 0.3904 0.3385 -0.1001 -1.353
H -3.65245 -2.01764 -1.98679 0.1472 0.0050 -0.0421 0.468
H -2.62040 -0.90104 -2.92029 -0.0278 -0.1261 0.1677 0.220
H -2.76887 -0.74328 -1.15441 -0.0944 -0.0690 -0.0346 -0.249
H -2.85318 -4.08740 -0.41347 0.1714 0.0684 -0.0300 0.458
H -1.72546 -3.24133 0.66101 -0.0345 -0.1018 -0.1196 0.178
H -1.17989 -4.67125 -0.24500 -0.1633 0.1462 -0.0417 0.256
H -2.33366 -4.13754 -3.42318 0.1613 0.1072 0.0480 0.369
H -0.64294 -4.61829 -3.14130 -0.2173 0.2231 -0.0960 0.294
H -0.99972 -3.20365 -4.15074 -0.1208 -0.1349 0.1997 0.205
H 3.05711 -3.31341 -3.94262 -0.1457 0.1750 -0.1261 0.308
H 2.83834 -2.13015 -5.25477 -0.0399 -0.0107 0.1498 0.365
H 1.44848 -3.06486 -4.65076 0.2503 0.1023 0.0343 0.269
H 4.31922 -1.31040 -2.05219 -0.0742 0.2111 -0.1307 0.198
H 3.69120 0.34501 -2.01288 0.0444 -0.1569 -0.1910 0.136
H 4.33890 -0.31848 -3.52456 -0.1289 -0.0532 0.1166 0.412
H 0.40026 -0.02277 -4.62140 0.1917 0.0762 0.0686 0.247
H 2.08212 0.42162 -4.99096 -0.0397 -0.0915 0.0913 0.487
H 1.26158 1.14524 -3.59333 0.0724 -0.1697 -0.1744 0.195
H 0.39000 -4.73952 1.08748 0.2569 0.0024 0.0571 0.284
H 1.74287 -4.01051 1.92292 -0.0199 -0.2556 -0.1685 0.418
H 1.97030 -5.55348 1.06991 -0.0045 0.1404 -0.0860 0.472
H 0.66632 -5.51853 -1.72904 0.2533 0.0685 -0.0102 0.340
H 2.41804 -5.82914 -1.81572 -0.1217 0.1376 0.0637 0.387
H 1.65950 -4.63679 -2.90093 0.0024 -0.2063 0.2899 0.239
H 4.15950 -2.97123 0.35965 -0.0342 -0.1158 -0.1774 0.330
H 4.23963 -3.15921 -1.40044 -0.0385 -0.1828 0.2244 0.218
H 4.24124 -4.59503 -0.35825 -0.1152 0.1201 0.0333 0.487
N -2.92881 4.28418 -0.22396 -0.1068 -0.1828 0.0956 -0.359
C -2.29217 3.25343 -0.85402 -0.1350 0.3563 0.5371 -0.324
C -1.73139 2.21383 -0.07518 -0.4226 0.0518 0.2184 0.527
N -1.05444 1.23500 -0.62505 -1.0950 1.1441 -0.9614 2.614
C -0.91904 1.26190 -1.96081 -0.1236 -0.0440 -0.5502 -0.457
C -1.47790 2.26835 -2.69994 0.0234 -0.0834 -0.1753 -1.111
N -2.16329 3.28320 -2.16226 -0.0167 -0.0241 -0.2785 -0.762
H -3.16708 4.16174 0.75537 0.1529 0.0753 -0.1167 0.034
H -3.57985 4.80774 -0.78328 0.0240 -0.0010 -0.0270 0.256
H -1.91794 2.18905 0.99198 0.0561 -0.0182 -0.0927 -0.296
H -0.40219 0.44542 -2.43101 0.1122 -0.0601 0.0839 -0.434
H -1.37919 2.26547 -3.77865 0.0313 -0.0165 -0.0190 0.485
F -7.63498 3.21349 3.43095 -0.3095 0.3292 0.1321 -0.352
C -6.58985 2.43694 3.11965 0.0045 -0.0572 -0.0344 0.744
C -6.07285 2.43142 1.84869 0.1502 -0.0502 -0.2967 0.004
F -6.60713 3.24412 0.91859 -0.0777 0.1038 -0.1564 -0.367
C -5.03502 1.58013 1.52635 0.0276 -0.0840 -0.0173 0.492
F -4.63130 1.59596 0.24096 0.0622 0.0596 -0.0964 -0.412
C -4.43447 0.71067 2.43660 -0.0219 0.0133 -0.1875 -0.304
Se -2.99978 -0.44055 1.99702 -0.2354 -0.0216 0.0236 -0.237
C -4.98892 0.76401 3.71574 0.0099 0.0561 -0.1340 0.209
F -4.52037 -0.02738 4.68165 0.0932 -0.1718 0.2833 -0.346
C -6.03787 1.59362 4.05295 0.1233 -0.1686 0.1535 0.162
F -6.54801 1.58035 5.29563 -0.0718 -0.0139 0.2471 -0.346
```
Positions in Å, forces in eV/Å.

Properties
LUMO (spin up / spin down) = 0.147 / 0.147 hartree
Net charge = -2
<S²> = 2.01
HOMO level (spin up / spin down) = -1.586 / -1.594 eV
Relative energy (zero: lowest compared OMol25 entry of this formula, charge and spin) = 1.700 eV
Gap between HOMO and LUMO (spin up / spin down) = 0.205 / 0.206 Eh
2S+1 = 3